1.
11
Properties=species:S:1:pos:R:3:forces:R:3 method="wB97M-V/def2-TZVPD" e_homo_ev=-8.2 relative_energy_kj_mol=69.2 homo_lumo_gap_ev=8.70 lumo_energy_ev=0.523 charge=0 total_energy_ev=-29403.61372
C 1.792 0.012 0.138 -0.669 0.499 0.567
C 1.185 -1.161 -0.080 -0.428 -1.456 -1.062
C -0.356 0.845 -0.315 -0.486 -1.474 0.420
C -3.572 -0.485 -0.118 -0.121 -1.192 0.866
N 0.906 1.142 -0.002 2.159 -0.117 -0.091
O -3.309 -1.296 0.637 -0.383 1.039 -0.798
S -0.484 -0.920 -0.578 0.689 0.739 0.138
S -1.595 1.876 -0.187 -0.791 0.929 -0.453
H 2.749 0.068 0.633 0.171 0.577 -0.392
H 1.549 -2.246 -0.125 -0.196 2.134 0.429
H 1.134 2.165 -0.004 0.055 -1.677 0.377

=====

2.
6
Properties=species:S:1:pos:R:3:forces:R:3 method="wB97M-V/def2-TZVPD" e_homo_ev="-9.5 / -9.5" relative_energy_kj_mol=315.2 homo_lumo_gap_ev="6.99 / 7.00" lumo_energy_ev="-2.521 / -2.528" smiles=C#CP(#N)I charge=0 total_energy_ev=-20963.97910
C -1.320 -1.117 -0.029 3.022 2.859 1.297
C -0.434 -0.306 0.259 -0.180 0.690 -1.659
N 1.398 0.018 -1.496 1.648 0.492 -1.357
P 1.011 0.946 -0.398 -3.427 -2.914 2.220
I 1.471 2.210 1.645 0.258 0.079 -0.349
H -2.126 -1.751 0.019 -1.322 -1.207 -0.150

=====

3.
75
Properties=species:S:1:pos:R:3:forces:R:3 method="wB97M-V/def2-TZVPD" multiplicity=2 e_homo_ev="-3.8 / -4.0" relative_energy_kj_mol=329.3 homo_lumo_gap_ev="5.71 / 5.87" lumo_energy_ev="1.919 / 1.895" charge=-1 s_squared=0.77 total_energy_ev=-76456.73613
Ir 0.493 0.488 0.990 -2.835 -2.361 -2.518
O -3.173 2.597 -2.761 0.084 0.357 -0.043
C -2.662 3.854 -2.595 0.509 -0.514 0.683
C -3.220 4.884 -3.332 -0.128 0.382 -0.219
C -2.777 6.191 -3.188 -0.033 -0.397 0.122
C -1.768 6.473 -2.276 -0.078 0.286 -0.100
C -1.213 5.464 -1.528 -0.058 -0.576 -0.129
C -1.623 4.122 -1.670 -0.910 1.309 -1.098
C -1.018 3.131 -0.835 2.496 -1.695 2.434
O -1.120 1.756 -1.177 -0.871 1.545 0.009
N -0.300 3.520 0.185 -2.056 1.569 -2.389
N 0.212 2.724 1.078 1.647 -2.260 2.475
C 1.067 3.250 1.943 -0.878 0.189 -0.950
C 1.656 2.590 3.049 -0.118 -0.516 0.443
C 2.742 3.203 3.693 0.268 -0.082 0.262
C 3.363 2.638 4.788 0.228 0.755 -0.333
C 2.893 1.435 5.306 -0.673 -0.444 -0.275
C 1.803 0.818 4.730 0.592 -0.076 0.460
C 1.155 1.346 3.592 -0.704 0.367 -0.061
O 0.095 0.777 3.131 0.237 0.362 0.503
H -2.653 1.994 -2.202 0.019 -0.014 0.000
H -4.023 4.648 -4.012 -0.068 -0.079 -0.091
H -3.228 6.982 -3.771 -0.023 0.009 -0.050
H -1.417 7.487 -2.146 0.013 0.062 -0.003
H -0.436 5.664 -0.810 0.090 0.051 0.046
H 1.337 4.294 1.788 0.056 0.067 -0.105
H 3.114 4.133 3.287 0.056 0.141 -0.014
H 4.209 3.133 5.244 0.057 0.029 -0.023
H 3.382 0.986 6.162 -0.023 -0.015 0.027
H 1.420 -0.110 5.129 -0.052 -0.074 -0.041
N -1.893 -0.120 1.095 1.168 1.070 0.139
C -2.146 -1.516 1.005 0.164 -0.663 -0.266
C -3.276 -2.065 1.607 -0.018 0.125 0.012
C -3.527 -3.421 1.522 -0.073 0.043 -0.018
C -2.657 -4.236 0.816 0.013 -0.105 -0.038
C -1.536 -3.685 0.224 -0.245 -0.035 -0.172
C -1.249 -2.328 0.312 0.285 0.592 0.092
P 0.488 -1.641 -0.273 -0.563 1.144 1.874
C 0.182 -1.981 -2.044 0.015 0.299 -0.250
C -1.130 -1.980 -2.522 0.072 -0.164 0.138
C -1.405 -2.185 -3.861 -0.112 0.028 -0.194
C -0.374 -2.366 -4.768 -0.038 0.031 0.020
C 0.934 -2.332 -4.316 -0.016 -0.105 -0.183
C 1.210 -2.140 -2.974 0.088 0.018 0.138
C 1.263 -3.098 0.502 0.228 -0.022 0.051
C 1.956 -4.060 -0.218 -0.141 0.193 0.037
C 2.542 -5.130 0.436 0.048 -0.161 -0.027
C 2.437 -5.243 1.812 0.060 -0.118 0.051
C 1.734 -4.291 2.535 -0.014 0.005 0.056
C 1.151 -3.222 1.881 0.064 0.022 -0.058
H -2.134 0.392 0.251 -0.009 -0.054 0.074
H -2.344 0.298 1.902 0.145 0.067 -0.071
H -3.966 -1.424 2.137 -0.047 0.107 0.072
H -4.413 -3.831 1.985 -0.036 -0.050 0.079
H -2.846 -5.298 0.740 -0.009 -0.072 -0.011
H -0.857 -4.324 -0.324 0.072 -0.110 0.010
H -1.946 -1.829 -1.831 -0.077 -0.013 -0.039
H -2.432 -2.199 -4.201 -0.081 0.034 -0.006
H -0.591 -2.517 -5.817 -0.002 -0.016 -0.042
H 1.747 -2.457 -5.018 0.078 0.004 -0.008
H 2.231 -2.085 -2.637 0.093 0.015 0.003
H 2.033 -3.960 -1.289 0.120 -0.062 -0.118
H 3.085 -5.873 -0.133 0.027 -0.031 0.003
H 2.912 -6.069 2.324 0.009 -0.075 0.031
H 1.646 -4.381 3.611 0.025 0.028 0.009
H 0.615 -2.460 2.430 -0.021 0.075 0.114
C -0.227 1.420 -2.248 0.389 -0.106 -0.413
H -0.275 2.182 -3.033 -0.063 -0.067 0.023
H -0.555 0.459 -2.643 0.049 0.164 0.013
H 0.798 1.336 -1.878 -0.083 -0.006 0.103
O 2.380 1.178 -0.109 -0.909 0.495 0.229
S 2.952 -0.141 0.248 1.637 -1.171 -0.644
O 2.452 -0.508 1.589 0.332 0.141 0.466
O 2.342 -1.141 -0.747 0.347 -0.031 -0.210
O 4.379 -0.201 0.126 0.182 0.156 -0.090

=====

4.
87
Properties=species:S:1:pos:R:3:forces:R:3 method="wB97M-V/def2-TZVPD" e_homo_ev=-9.2 relative_energy_kj_mol=1486.3 homo_lumo_gap_ev=9.40 lumo_energy_ev=0.241 charge=0 total_energy_ev=-90250.98613
C -3.623 0.323 -1.395 0.130 -2.037 1.823
O -2.845 1.271 -0.663 2.464 -1.759 0.739
P -1.356 0.897 -0.032 -2.130 0.753 0.055
O -0.663 2.100 0.503 -1.963 -2.563 -1.617
O -1.769 -0.204 1.114 -1.248 3.055 -3.100
C -0.686 -0.795 1.719 1.413 1.974 -1.734
O -0.649 0.145 -1.295 -0.189 0.755 2.206
C 0.408 0.833 -1.983 -0.082 0.937 -0.604
H -4.567 0.277 -0.852 -0.496 0.463 -0.765
H -3.280 -0.690 -1.185 0.503 -0.171 -0.087
H -3.674 0.365 -2.483 0.030 0.883 0.177
H -0.322 -1.627 1.116 -0.845 2.675 -0.324
H -1.012 -1.234 2.662 0.788 10.934 -9.169
H 0.160 -0.147 1.948 -0.020 0.598 0.113
H 0.755 1.833 -1.724 -1.201 -0.382 0.884
H 0.048 0.908 -3.010 -0.199 0.194 0.163
H 1.336 0.263 -2.035 -2.423 1.564 2.490
C -2.117 -5.010 1.103 0.106 0.618 2.005
O -1.117 -4.649 0.199 2.005 0.852 -0.896
P 0.316 -4.007 0.681 -1.157 -0.606 -0.186
O 0.100 -2.832 1.621 3.023 -7.432 -1.528
O 0.945 -3.770 -0.807 -0.918 -0.361 2.257
C 0.368 -2.757 -1.614 -0.401 0.987 -0.149
O 1.203 -5.240 1.247 -1.192 2.069 0.147
C 1.256 -6.426 0.496 1.292 -1.105 -1.437
H -1.861 -4.552 2.058 0.020 -0.317 0.430
H -2.118 -6.092 1.237 -0.503 0.088 -0.235
H -3.068 -4.514 0.908 -0.072 -0.569 -0.769
H -0.097 -3.100 -2.538 0.739 -0.644 -0.168
H 1.150 -2.017 -1.782 -0.341 -2.082 1.105
H -0.437 -2.124 -1.239 -0.095 -0.468 1.165
H 0.684 -6.374 -0.430 -0.469 -0.138 0.336
H 1.085 -7.335 1.073 -0.673 0.414 0.306
H 2.277 -6.565 0.140 0.246 0.245 0.059
C 1.151 3.094 1.580 1.945 0.208 -1.342
O 1.114 4.167 0.589 1.570 0.773 -1.176
P 1.799 4.222 -0.879 -0.397 0.566 0.808
O 2.332 5.526 -1.313 -0.870 -0.237 0.571
O 0.633 3.640 -1.837 1.325 1.698 0.784
C -0.346 4.650 -2.165 -0.899 -0.505 -1.802
O 2.970 3.139 -0.958 -1.196 -0.733 -0.620
C 3.644 3.139 -2.252 1.305 0.330 0.206
H 1.978 3.315 2.255 -0.082 0.037 0.157
H 1.412 2.295 0.886 -0.026 -0.849 1.394
H 0.186 2.966 2.070 0.830 0.135 -0.229
H -1.209 4.020 -2.379 0.222 0.645 -0.118
H -0.093 5.174 -3.087 0.511 0.024 0.103
H -0.622 5.364 -1.388 0.778 -0.327 -0.286
H 3.699 2.178 -2.765 -0.418 -0.352 0.599
H 4.657 3.437 -1.982 0.084 -0.048 -0.360
H 3.288 3.854 -2.994 -0.431 0.170 0.483
C 1.889 -0.596 -3.101 1.654 0.496 -0.847
O 2.548 -1.437 -3.912 2.972 -3.312 -2.981
C 3.680 -1.096 -4.584 0.507 1.304 0.327
O 3.999 0.067 -4.828 -0.300 -2.464 0.289
O 4.364 -2.246 -4.845 -0.580 0.788 0.453
C 5.611 -2.231 -5.585 -1.019 -0.767 -0.458
H 2.539 -0.281 -2.284 1.197 0.029 -0.181
H 1.220 -1.254 -2.547 -0.299 1.993 -2.542
H 1.576 0.297 -3.642 0.030 -0.664 -0.303
H 5.331 -2.040 -6.621 0.604 1.243 0.057
H 5.923 -3.267 -5.714 -0.151 -0.215 0.827
H 6.406 -1.700 -5.061 -0.317 0.476 -0.509
C -3.844 3.108 -1.684 -0.023 0.817 -0.986
O -2.634 3.628 -1.138 -0.141 1.398 1.382
C -2.609 4.584 -0.168 -3.569 -0.236 1.965
O -3.603 5.124 0.335 1.658 -1.124 -1.495
O -1.387 4.751 0.273 1.390 -0.218 0.981
C -1.098 4.949 1.685 -1.147 2.117 0.324
H -4.437 3.893 -2.155 0.002 0.079 0.149
H -4.446 2.475 -1.033 0.048 0.879 0.240
H -3.411 2.450 -2.437 -0.604 0.315 -0.312
H -0.107 5.367 1.862 0.295 -1.089 -0.826
H -1.339 4.085 2.304 -0.050 0.100 -0.411
H -1.595 5.845 2.057 -1.233 -0.327 -0.111
C -0.898 -2.367 3.930 -0.755 -2.865 1.046
O -1.375 -1.657 5.026 -0.225 -0.997 3.553
C -1.670 -2.396 6.196 -0.840 4.251 1.519
O -1.933 -3.525 6.406 0.597 -1.383 -1.018
O -1.841 -1.423 7.216 2.175 0.472 -4.066
C -1.926 -1.695 8.588 -0.956 -0.352 -0.672
H 0.152 -2.658 3.899 0.016 0.184 0.731
H -1.056 -1.725 3.064 -1.036 -10.485 9.145
H -1.531 -3.239 3.766 0.172 -0.338 0.075
H -1.246 -2.493 8.884 -0.502 -0.255 0.162
H -3.005 -1.853 8.590 0.034 -0.766 1.775
H -1.674 -0.779 9.121 0.010 -0.042 -0.146

=====

5.
27
Properties=species:S:1:pos:R:3:forces:R:3 method="wB97M-V/def2-TZVPD" e_homo_ev=-4.8 relative_energy_kj_mol=7.4 homo_lumo_gap_ev=6.97 lumo_energy_ev=2.211 charge=-1 total_energy_ev=-92603.91026
C 0.644 0.951 -2.146 -0.033 0.029 0.024
C -0.785 1.230 -1.775 0.588 -0.126 -0.234
I -1.025 0.924 0.297 -0.285 0.009 0.361
C -1.829 1.561 -2.511 -0.348 0.132 0.217
I -1.491 1.745 -4.598 -0.026 0.031 -0.216
Ga -3.772 1.871 -1.998 0.050 -0.132 0.064
F -4.408 3.206 -3.042 -0.008 0.129 -0.239
P -4.900 -0.147 -2.611 0.138 -0.123 0.604
O -5.088 -1.070 -1.432 -0.097 -0.124 0.038
H 0.870 1.336 -3.140 0.012 -0.083 0.020
H 0.832 -0.124 -2.108 0.003 0.008 -0.083
H 1.321 1.395 -1.416 0.008 0.055 -0.025
H -4.040 2.206 -0.493 -0.030 0.043 0.069
H -6.138 0.115 -3.261 0.068 0.026 -0.264
H -4.213 -0.822 -3.656 -0.114 0.139 -0.275
C 3.167 -0.595 1.494 -0.058 0.061 0.038
O 2.376 -0.559 0.579 0.154 -0.015 -0.186
N 2.890 -1.138 2.700 -0.003 -0.071 0.114
C 3.848 -1.162 3.779 -0.081 -0.011 -0.037
C 1.564 -1.704 2.895 0.026 0.035 0.004
H 4.188 -0.176 1.429 -0.007 -0.019 -0.003
H 4.071 -2.187 4.086 0.018 -0.002 0.002
H 3.476 -0.616 4.649 0.013 0.011 0.007
H 4.773 -0.693 3.448 0.023 0.009 0.002
H 1.380 -2.509 2.183 -0.002 -0.009 -0.006
H 0.796 -0.947 2.739 -0.006 0.006 -0.014
H 1.494 -2.092 3.909 -0.002 -0.008 0.018